This record from the OMol25 dataset describes one molecule with the formula C15H8ClN3S. The level of theory is ωB97M-V/def2-TZVPD.

Properties
- DFT total energy (eV) = -43510.217
- frontier orbital gap (eV) = 7.643
- max |F| (Eh/bohr) = 0.100
- SMILES = Cn1c(-c2cccs2)c(Cl)c2cc(C#N)c(C#N)cc21
- charge = 0

Atoms and positions in Å:
C -0.7013 -2.0733 0.1708
N -0.3251 -0.7349 0.0503
C -1.0592 0.4257 -0.3570
C -2.3370 0.3453 -1.1290
C -3.3884 -0.6779 -0.9815
C -4.3129 -0.4491 -2.0822
C -4.0359 0.6680 -2.8873
S -2.6372 1.5704 -2.4555
C -0.4107 1.5591 0.0477
Cl -0.9706 3.2106 -0.0480
C 0.9246 1.1744 0.4826
C 2.1786 1.8368 0.8623
C 3.2990 1.1663 1.2942
C 4.3916 1.9348 1.6254
N 5.2266 2.6560 1.9151
C 3.2230 -0.3311 1.4009
C 4.2856 -1.0602 1.9964
N 4.8945 -1.8965 2.4791
C 2.0317 -0.9409 0.9149
C 0.9476 -0.2097 0.5254
H -1.3454 -2.4231 -0.6245
H 0.2276 -2.7546 0.1163
H -1.1292 -2.2281 1.1355
H -3.5008 -1.5234 -0.2318
H -5.1553 -1.0305 -2.2674
H -4.7101 0.8829 -3.6936
H 2.3758 2.9811 0.7824
H 2.0125 -2.0781 0.9585

Atom charges from the natural (NBO) analysis, given in e for atoms 1 to 5:
1. C -0.403
2. N -0.358
3. C 0.131
4. C -0.215
5. C -0.238

This record from the OMol25 dataset describes C15H8Co2N3O6 as an isolated structure. The level of theory is ωB97M-V/def2-TZVPD.

Properties
- DFT total energy (eV) = -107687.046
- frontier orbital gap (eV) = 3.219
- max |F| (Eh/bohr) = 0.097
- charge = -1

Atoms and positions in Å:
C -4.3130 -2.4096 -0.6080
C -3.1775 -1.5368 -0.5002
C -1.8765 -2.1703 -0.5631
C -1.7629 -3.5358 -0.6796
C -2.8647 -4.3928 -0.7594
C -4.1301 -3.7954 -0.7347
N -0.3921 -3.7453 -0.7291
N 0.3371 -2.6749 -0.6312
N -0.5659 -1.6487 -0.4604
H -5.3317 -1.9678 -0.5841
H -3.2706 -0.4196 -0.3833
H -2.6536 -5.4535 -0.8374
H -5.0127 -4.3994 -0.8073
H 0.0926 -4.6075 -0.8097
O 1.8051 3.9521 -3.2266
C 2.0207 3.6793 -2.1270
Co 2.3969 3.2482 -0.3830
C 3.7437 2.1444 -0.6457
O 4.6496 1.4335 -0.7609
C 3.1749 4.8616 -0.3001
O 3.7182 5.8671 -0.1851
C 0.7862 2.0066 -0.1561
C 0.6439 0.7288 0.3176
C -0.4890 -0.2606 0.2322
Co 1.5372 1.8071 1.4772
C 2.6078 0.4322 1.5608
O 3.2845 -0.5066 1.5798
C 0.7806 1.8946 3.1240
O 0.3313 1.9975 4.2027
C 2.7584 3.2276 1.6582
O 3.4406 3.7786 2.4171
H -0.0873 2.5743 -0.5177
H -0.9493 -0.3371 1.2588
H -1.2324 0.2283 -0.4388

Atom charges from the natural (NBO) analysis, given in e for atoms 1 to 5:
1. C -0.246
2. C -0.272
3. C 0.172
4. C 0.084
5. C -0.286

This record from the OMol25 dataset describes C15H9N2NiO8 as an isolated structure. The level of theory is ωB97M-V/def2-TZVPD.

Properties
- DFT total energy (eV) = -76106.392
- <S²> = 2.004
- frontier orbital gap (alpha / beta) (eV) = 7.777 / 7.738
- max |F| (Eh/bohr) = 0.032
- spin multiplicity = 3
- charge = -1

Atoms and positions in Å:
Ni -0.3316 -0.0629 -0.1513
O -1.3554 -0.0333 -2.0626
C -1.8309 1.0070 -2.5018
C -1.3616 2.3491 -2.2702
C -1.9778 3.4075 -2.9268
C -1.5799 4.7159 -2.7094
C -0.5733 5.0003 -1.7619
C 0.0317 3.9869 -1.0912
C -0.3061 2.6081 -1.3115
O 0.3061 1.7152 -0.6659
N -2.1843 5.7631 -3.4427
O -3.0575 5.4767 -4.2513
O -1.8046 6.9107 -3.2514
H -2.7289 0.9444 -3.1450
H -2.7820 3.2220 -3.6262
H -0.3230 6.0362 -1.5831
H 0.7989 4.1850 -0.3594
O -3.2314 0.3706 2.8271
C -2.4937 0.2858 1.9182
N -1.8070 0.2118 0.9591
O 3.6580 -4.4152 0.6464
C 2.7423 -4.3050 1.6184
C 2.8098 -5.1805 2.7044
C 1.8878 -5.1039 3.7268
C 0.8756 -4.1544 3.6880
C 0.7960 -3.2773 2.6237
C 1.7220 -3.3386 1.5880
C 1.6661 -2.3594 0.4437
O 2.4874 -2.4744 -0.4780
O 0.7794 -1.4647 0.5291
H 3.4313 -3.7019 -0.0226
H 3.6058 -5.9092 2.7104
H 1.9585 -5.7890 4.5618
H 0.1549 -4.0984 4.4900
H 0.0176 -2.5283 2.5770

Atom charges from the natural (NBO) analysis, given in e for atoms 1 to 5:
1. Ni 1.585
2. O -0.629
3. C 0.438
4. C -0.266
5. C -0.092

This record from the OMol25 dataset describes C15H9N4O9S2 as an isolated structure. The level of theory is ωB97M-V/def2-TZVPD.

Properties
- DFT total energy (eV) = -61748.831
- frontier orbital gap (eV) = 5.844
- max |F| (Eh/bohr) = 0.063
- charge = -1

Atoms and positions in Å:
N -2.0222 -5.9009 3.1715
C -1.6291 -4.9193 2.6560
C -1.1338 -3.7192 2.0533
C 0.2093 -3.4759 1.8092
C 0.6495 -2.1541 1.4488
N 1.9627 -1.8207 1.9244
O 2.6136 -2.7043 2.5352
O 2.3793 -0.6572 1.7438
C -0.1965 -1.1108 1.0905
C -1.4937 -1.3553 1.4483
N -2.3697 -0.3668 1.9181
O -2.3422 0.8531 1.8751
O -3.3910 -1.0133 2.6083
N -3.1855 -2.4277 2.6266
C -2.0286 -2.5867 1.9334
H 0.9584 -4.2249 2.0304
H 0.1582 0.0143 0.7188
C 0.6598 1.7669 2.4882
O 0.8281 2.0915 1.0379
C 0.4440 1.1939 0.1093
S -1.0250 1.6621 -0.8732
O -1.8440 0.4671 -0.9103
O -1.5277 2.9562 -0.4858
C -0.2403 1.8182 -2.4603
C 1.0899 1.4313 -2.5224
C 1.8116 1.5479 -3.7025
C 1.1774 2.0629 -4.8304
C -0.1625 2.4766 -4.7618
C -0.8778 2.3669 -3.5692
S 1.8306 0.8085 -1.0134
O 2.9919 1.6118 -0.7254
O 1.8601 -0.6326 -1.1179
H 1.1627 2.6128 2.9548
H -0.4078 1.7097 2.7326
H 1.1467 0.8119 2.6973
H 2.8404 1.1866 -3.7277
H 1.7169 2.1119 -5.7824
H -0.6807 2.8579 -5.6492
H -1.9332 2.6498 -3.4799

Atom charges from the natural (NBO) analysis, given in e for atoms 1 to 5:
1. N -0.325
2. C 0.292
3. C -0.233
4. C -0.095
5. C 0.016

This record from the OMol25 dataset describes one molecule with the formula C15H9NO2S. The level of theory is ωB97M-V/def2-TZVPD.

Properties
- DFT total energy (eV) = -32119.970
- frontier orbital gap (eV) = 7.214
- max |F| (Eh/bohr) = 0.085
- SMILES = O=c1oc2ccccc2c2c1Sc1ccccc1N2
- charge = 0

Atoms and positions in Å:
O -3.8815 0.9011 0.5835
C -2.9395 0.5452 -0.1155
O -2.8953 0.8238 -1.4371
C -1.8318 0.3492 -2.1175
C -1.9442 0.5075 -3.4725
C -0.8616 0.1315 -4.2769
C 0.2509 -0.5442 -3.8732
C 0.3019 -0.9317 -2.4632
C -0.7009 -0.4122 -1.5918
C -0.7668 -0.6461 -0.1703
C -1.8006 -0.0699 0.5990
S -1.6405 0.0431 2.3621
C 0.1294 0.1564 2.5934
C 0.6467 0.9172 3.7266
C 2.0549 0.8666 3.9914
C 2.9441 0.0381 3.1311
C 2.3718 -0.5180 1.9967
C 0.9874 -0.4822 1.6773
N 0.4239 -1.0514 0.5351
H -2.8057 1.0670 -3.9509
H -0.8719 0.3230 -5.3177
H 1.0540 -0.8282 -4.5067
H 1.0003 -1.6568 -2.0131
H 0.0063 1.3978 4.4915
H 2.5409 1.5035 4.8599
H 3.9875 -0.1220 3.4661
H 3.0254 -1.0702 1.3976
H 1.2149 -1.2380 -0.1048

Atom charges from the natural (NBO) analysis, given in e for atoms 1 to 5:
1. O -0.564
2. C 0.730
3. O -0.427
4. C 0.294
5. C -0.228

This record from the OMol25 dataset describes C16H10BF4MnN2PS4 as an isolated structure. The level of theory is ωB97M-V/def2-TZVPD.

Properties
- DFT total energy (eV) = -115242.957
- <S²> = 6.193
- frontier orbital gap (alpha / beta) (eV) = 6.053 / 7.726
- max |F| (Eh/bohr) = 0.041
- spin multiplicity = 5
- charge = -1

Atoms and positions in Å:
Mn -0.1748 -0.5067 0.3094
S -0.8058 1.6222 0.8917
C -1.9941 2.0783 -0.2859
C -2.4341 3.4110 -0.3090
N -2.7676 4.5094 -0.3491
C -2.4741 1.1568 -1.1877
S -1.8055 -0.4498 -1.2225
C -3.5190 1.4692 -2.0668
N -4.4025 1.7136 -2.7596
F 1.3440 -0.4360 1.6162
B 2.5416 -0.0529 0.7904
F 3.1397 1.0389 1.2994
F 3.3494 -1.1289 0.7069
F 1.8803 0.2253 -0.4439
S -1.4445 -2.2669 2.1609
P -0.8273 -3.5183 0.7398
S 0.3601 -2.6662 -0.6637
C 0.2311 -4.8930 1.3295
C -0.0688 -6.2238 1.0765
C 0.8772 -7.1993 1.3422
C 2.1161 -6.8507 1.8518
C 2.4035 -5.5238 2.1309
C 1.4648 -4.5437 1.8708
C -2.2492 -4.3131 -0.0987
C -2.2293 -4.4735 -1.4764
C -3.2846 -5.1032 -2.1089
C -4.3590 -5.5719 -1.3713
C -4.3908 -5.3856 0.0026
C -3.3392 -4.7530 0.6442
H -1.0293 -6.4944 0.6580
H 0.6552 -8.2321 1.1152
H 2.8616 -7.6138 2.0217
H 3.3748 -5.2530 2.5157
H 1.6955 -3.5019 2.0562
H -1.3893 -4.0981 -2.0415
H -3.2650 -5.2291 -3.1805
H -5.1656 -6.0935 -1.8697
H -5.2411 -5.7387 0.5705
H -3.3617 -4.5883 1.7136

Atom charges from the natural (NBO) analysis, given in e for atoms 1 to 5:
1. Mn 1.089
2. S -0.087
3. C -0.273
4. C 0.266
5. N -0.308

> The lowest DFT total energy belongs to which entry?

C16H10BF4MnN2PS4

Repeat the third record exactly.
This record from the OMol25 dataset describes C15H9N2NiO8 as an isolated structure. The level of theory is ωB97M-V/def2-TZVPD.

Properties
- DFT total energy (eV) = -76106.392
- <S²> = 2.004
- frontier orbital gap (alpha / beta) (eV) = 7.777 / 7.738
- max |F| (Eh/bohr) = 0.032
- spin multiplicity = 3
- charge = -1

Atoms and positions in Å:
Ni -0.3316 -0.0629 -0.1513
O -1.3554 -0.0333 -2.0626
C -1.8309 1.0070 -2.5018
C -1.3616 2.3491 -2.2702
C -1.9778 3.4075 -2.9268
C -1.5799 4.7159 -2.7094
C -0.5733 5.0003 -1.7619
C 0.0317 3.9869 -1.0912
C -0.3061 2.6081 -1.3115
O 0.3061 1.7152 -0.6659
N -2.1843 5.7631 -3.4427
O -3.0575 5.4767 -4.2513
O -1.8046 6.9107 -3.2514
H -2.7289 0.9444 -3.1450
H -2.7820 3.2220 -3.6262
H -0.3230 6.0362 -1.5831
H 0.7989 4.1850 -0.3594
O -3.2314 0.3706 2.8271
C -2.4937 0.2858 1.9182
N -1.8070 0.2118 0.9591
O 3.6580 -4.4152 0.6464
C 2.7423 -4.3050 1.6184
C 2.8098 -5.1805 2.7044
C 1.8878 -5.1039 3.7268
C 0.8756 -4.1544 3.6880
C 0.7960 -3.2773 2.6237
C 1.7220 -3.3386 1.5880
C 1.6661 -2.3594 0.4437
O 2.4874 -2.4744 -0.4780
O 0.7794 -1.4647 0.5291
H 3.4313 -3.7019 -0.0226
H 3.6058 -5.9092 2.7104
H 1.9585 -5.7890 4.5618
H 0.1549 -4.0984 4.4900
H 0.0176 -2.5283 2.5770

Atom charges from the natural (NBO) analysis, given in e for atoms 1 to 5:
1. Ni 1.585
2. O -0.629
3. C 0.438
4. C -0.266
5. C -0.092

> Which of these has the lowest DFT total energy?

C16H10BF4MnN2PS4

> DFT total energy of number 3 (C15H9N2NiO8)?

-76106.392 eV